This record from the OMol25 dataset describes 2 unconnected molecules or ions with the total composition C3H3F2I at a distorted geometry. The level of theory is the ωB97M-V functional and the def2-TZVPD basis.

Its spin multiplicity is 1. The gap between HOMO and LUMO is 8.92 eV. The value obtained for the lowest unoccupied orbital energy is -0.01393 Ha. As for the energy above the lowest of the compared OMol25 structures with the same formula, charge and spin: 70.50 kcal/mol.

Last column: Mulliken charge in e.
Geometry (Å):
I -2.603 0.379 -0.068  0.08
F -0.221 -1.973 0.549  -0.07
F 1.037 -1.512 -1.008  -0.10
C 0.405 0.782 0.397  -0.89
C -0.623 0.957 -0.460  -0.31
C 0.986 -1.517 0.321  0.15
H 0.273 0.475 1.527  0.34
H -0.613 1.256 -1.424  0.46
H 1.358 1.152 0.166  0.34

Cartesian forces (eV/Å) of the 6 atoms listed first:
I 0.31 0.06 0.19
F 0.21 -0.21 0.38
F 0.49 -0.28 0.46
C -2.73 0.45 2.08
C 0.21 -1.58 3.97
C -0.51 -0.48 -1.15